C38H41AlF4N6O14PS as an isolated structure in a non-equilibrium geometry, computed with wB97M-V/def2-TZVPD.

The geometry in XYZ format:
```
106
Properties=species:S:1:pos:R:3:forces:R:3:mulliken_charge:R:1
C 0.8421 -3.5821 -4.9013 1.5 0.8 0.3 -0.7071
C 0.8522 -2.7884 -3.4332 -1.7 -1.6 0.0 0.1683
O -0.1160 -1.6837 -3.4194 2.9 0.0 -0.8 -0.2485
Al 0.6117 -0.0538 -3.9948 -2.2 -0.3 2.4 -0.7764
C 0.7390 1.1893 -2.3163 -0.2 1.9 0.0 -0.2543
C 0.8342 2.7623 -2.8636 -3.9 1.7 1.2 0.0551
O -0.2807 3.4937 -2.9674 6.4 -3.9 0.1 -0.6588
N 2.2238 3.2777 -3.1681 -1.9 0.5 0.1 0.3909
C 2.8763 3.9089 -1.9535 0.0 -1.1 0.4 -0.6399
C 2.2637 4.1824 -4.3820 -0.3 -0.6 -0.6 -0.7829
C -0.7942 0.8261 -5.2310 -1.0 1.2 -0.6 0.8740
F -0.2615 2.0815 -5.8804 -1.6 -2.9 1.2 -0.2792
F -1.9668 1.2976 -4.4036 2.7 -1.4 -2.3 -0.3132
C -1.3289 -0.1398 -6.4423 -2.3 0.4 -0.6 0.2043
F -2.7510 0.2867 -6.7209 3.3 -1.4 0.4 -0.3307
F -1.3973 -1.5825 -6.1157 0.1 3.8 -0.5 -0.1952
P 2.6696 -0.1648 -5.0417 3.2 0.4 -1.8 0.7403
O 3.4578 -1.7147 -5.0122 0.4 2.2 2.3 -0.4810
O 3.8617 0.9956 -4.4178 -0.9 -2.9 0.6 -0.4708
S 2.4487 0.2889 -6.9608 0.0 -0.3 1.3 -0.4754
H 1.7180 -4.3872 -4.8717 -2.0 1.5 -0.1 0.3134
H 1.1607 -2.7984 -5.7415 -0.9 -1.8 1.7 0.1434
H -0.1912 -4.0842 -5.1438 2.0 1.1 0.6 0.2536
H 1.9275 -2.5174 -3.0604 -1.8 -0.4 -0.9 0.0088
H 0.4371 -3.5975 -2.6600 1.1 1.7 -1.3 0.0397
H 1.6454 0.8985 -1.6182 -1.8 0.8 -1.3 0.2717
H -0.3109 1.0698 -1.7689 2.4 0.4 -1.0 0.2427
H 4.0504 3.8131 -2.1096 -2.3 0.5 0.3 0.1715
H 2.5568 5.0371 -1.7788 0.4 -3.5 -0.6 0.1660
H 2.6154 3.2109 -1.0281 0.5 1.6 -1.8 0.3161
H 1.6553 5.1718 -4.2231 1.3 -1.7 -0.3 0.2541
H 3.3994 4.3527 -4.6436 -2.3 -0.1 0.6 0.2678
H 1.7778 3.5737 -5.2794 1.0 1.4 1.9 0.2106
H -0.7540 -0.0372 -7.4563 -1.0 -0.2 2.2 0.1152
H 3.9082 -1.7498 -4.1022 -0.9 -0.3 -1.8 0.2980
H 4.1934 0.6957 -3.5165 -0.8 0.7 -1.4 0.2876
C -4.6995 -3.9354 -3.1366 0.2 -0.1 0.1 -0.4874
C -5.1086 -4.9784 -2.3043 0.4 0.0 0.0 -0.5233
C -4.1595 -5.8067 -1.7021 0.0 0.0 0.0 -0.3303
C -2.7969 -5.5774 -1.9378 -0.6 0.6 -0.4 0.1013
C -2.3836 -4.5358 -2.7791 0.0 -0.1 0.1 0.0796
C -3.3422 -3.7159 -3.3779 -0.1 -0.2 0.1 -0.4209
N -1.7935 -6.4287 -1.2874 0.6 -0.6 -0.7 0.7524
O -2.1995 -7.3515 -0.5654 0.5 0.8 -1.1 -0.5950
O -0.5984 -6.1736 -1.4941 -1.8 -0.5 0.4 -0.5042
H -5.4430 -3.2888 -3.5995 0.2 -0.1 0.1 0.4045
H -6.1683 -5.1441 -2.1222 0.2 0.0 0.0 0.3511
H -4.4945 -6.6152 -1.0560 0.3 0.2 -0.1 0.4249
H -1.3297 -4.3498 -2.9746 -0.3 -0.1 0.1 0.0304
H -3.0313 -2.9028 -4.0302 0.1 -0.2 0.2 0.5113
C -1.1462 -6.8401 2.5519 0.1 0.2 0.0 -0.7146
C -0.6625 -6.6355 3.8450 0.1 0.2 -0.2 0.0363
C -0.0432 -5.4293 4.1779 0.0 0.1 -0.1 -0.6116
C 0.0828 -4.4284 3.2047 -0.4 -0.9 -0.2 -0.0706
C -0.3950 -4.6340 1.9036 0.0 0.0 0.2 -0.6710
C -1.0100 -5.8456 1.5818 0.1 0.3 0.3 0.5030
N 0.7100 -3.1485 3.5554 0.5 1.2 0.1 1.0033
O 1.1371 -3.0122 4.7115 -0.5 -0.1 -1.6 -0.6057
O 0.7729 -2.2764 2.6770 -0.1 -1.3 1.4 -0.5844
H -1.6334 -7.7801 2.2986 0.1 0.2 0.0 0.4222
H -0.7711 -7.4160 4.5951 0.0 0.3 -0.2 0.3212
H 0.3284 -5.2853 5.1901 0.0 0.2 -0.3 0.4358
H -0.2994 -3.8677 1.1372 0.1 -0.1 0.3 0.6896
H -1.3869 -6.0137 0.5754 0.5 0.3 1.3 0.0010
C -0.8905 -13.3743 4.0929 0.0 0.1 0.1 -0.3809
C -1.8390 -13.5282 5.1052 0.1 0.4 -0.1 -0.4187
C -2.3039 -12.4125 5.8041 0.0 0.1 0.0 -0.3763
C -1.8134 -11.1410 5.4763 0.3 -0.8 -0.5 0.1285
C -0.8555 -10.9845 4.4656 -0.1 0.0 0.0 -0.0398
C -0.3960 -12.1081 3.7756 -0.3 -0.1 0.3 -0.5690
N -2.3171 -9.9614 6.1899 -0.6 1.0 0.8 0.9041
O -3.1501 -10.1432 7.0904 1.3 0.3 -1.4 -0.5799
O -1.8840 -8.8514 5.8487 -0.7 -1.7 0.6 -0.5852
H -0.5352 -14.2466 3.5469 -0.1 0.2 0.1 0.3633
H -2.2185 -14.5185 5.3477 0.1 0.2 0.0 0.3614
H -3.0433 -12.5491 6.5903 0.2 0.3 -0.2 0.4207
H -0.4626 -10.0042 4.2043 -0.2 -0.2 0.2 0.3272
H 0.3453 -11.9966 2.9873 -0.2 0.0 0.2 0.3878
C 4.2916 9.7177 2.1946 0.0 -0.1 -0.1 -0.4854
C 2.9131 9.5119 2.1195 0.2 -0.2 -0.3 -0.0955
C 2.3873 8.6336 1.1701 0.1 0.0 0.0 -0.4389
C 3.2555 7.9601 0.2997 0.4 0.6 0.8 -0.0110
C 4.6391 8.1706 0.3678 -0.1 0.0 0.0 -0.3145
C 5.1530 9.0536 1.3196 -0.4 -0.1 0.0 -0.4549
N 2.7109 7.0162 -0.6836 -0.6 -0.6 -0.7 0.9862
O 1.4800 6.8716 -0.7252 1.9 0.3 0.0 -0.5614
O 3.5129 6.4151 -1.4127 -0.6 2.3 1.2 -0.6147
H 4.6973 10.3992 2.9403 -0.1 -0.1 -0.1 0.3944
H 2.2481 10.0343 2.8039 0.1 -0.2 -0.1 0.3124
H 1.3108 8.4841 1.1244 0.3 -0.1 -0.2 0.4426
H 5.3239 7.6583 -0.3047 -0.4 0.0 0.1 0.4199
H 6.2259 9.2215 1.3824 -0.2 -0.1 -0.1 0.3567
C -2.8385 13.1617 3.1659 0.1 -0.1 0.1 -0.3822
C -3.2476 12.1187 3.9983 0.4 0.1 -0.1 -0.4215
C -2.2985 11.2905 4.6005 0.1 0.0 0.0 -0.3465
C -0.9359 11.5197 4.3648 -0.7 0.6 -0.4 0.0750
C -0.5226 12.5613 3.5235 0.0 0.0 0.0 -0.2204
C -1.4812 13.3812 2.9246 -0.1 -0.3 0.3 -0.4507
N 0.0675 10.6684 5.0151 0.7 -1.0 0.7 0.9970
O -0.3385 9.7457 5.7372 0.7 1.5 -1.1 -0.5759
O 1.2626 10.9236 4.8085 -1.6 -0.4 0.3 -0.6053
H -3.5820 13.8084 2.7031 0.2 -0.1 0.1 0.3602
H -4.3073 11.9531 4.1803 0.3 0.0 0.0 0.3604
H -2.6335 10.4820 5.2466 0.3 0.2 -0.1 0.4236
H 0.5313 12.7474 3.3280 -0.2 -0.2 0.2 0.4187
H -1.1703 14.1943 2.2724 0.0 -0.2 0.1 0.3607
```
Forces are in eV/Å.

Values from the calculation:
* energy: -115253.4667 eV
* HOMO: -5.48 eV
* lowest unoccupied orbital energy: 0.0030 hartree
* net charge: -1
* Kohn-Sham gap: 0.2043 hartree